No. 1
This record from OMol25 describes the molecule C4H5NO. The level of theory is ωB97M-V/def2-TZVPD.

Geometry as XYZ:
```
11
C4H5NO | OMol25 | ωB97M-V/def2-TZVPD
N 1.24100 1.04214 -0.65246
C 1.57780 -0.11923 -0.58114
C 0.74667 -1.13163 0.16227
C -0.55355 -0.45095 0.56526
C -0.70621 0.94819 0.25058
O -1.32973 -0.02011 -0.56348
H 1.31716 -1.47714 1.03223
H 0.56546 -2.00175 -0.47632
H -1.11825 -0.89761 1.38558
H -1.36700 1.62378 0.80450
H 0.65953 1.86887 -0.76586
```

Calculated values
Gap between HOMO and LUMO (alpha / beta): 8.1 / 8.0 eV
Lowest unoccupied orbital energy (alpha / beta): 0.020 / 0.021 hartree
HOMO (alpha / beta): -7.56 / -7.43 eV
Net charge: 0

Mulliken atomic charge list, values in e, 4 entries:
1. N -0.202
2. C -0.113
3. C -0.582
4. C 0.106

=====

No. 2
This record from OMol25 describes the molecule C4H5NO in a non-equilibrium geometry. The level of theory is ωB97M-V/def2-TZVPD.

Geometry as XYZ:
```
11
C4H5NO | OMol25 | ωB97M-V/def2-TZVPD
C -0.88661 0.11452 -0.08180
C -0.45108 -0.64737 -1.33122
O 0.62665 -1.16603 -1.48672
C 1.42382 0.74448 0.59159
N 0.89120 0.89108 1.72131
C 0.10858 -0.08585 1.01762
H -0.90964 1.17344 -0.36685
H -1.90489 -0.20792 0.16426
H -1.21447 -0.69070 -2.13649
H 2.49897 0.83688 0.38684
H -0.10867 -0.98701 1.63874
```

Calculated values
Gap between HOMO and LUMO: 10.2 eV
Lowest unoccupied orbital energy: 0.037 hartree
HOMO: -9.25 eV
Net charge: 0

Mulliken atomic charge list, values in e, 4 entries:
1. C -0.708
2. C 0.112
3. O -0.454
4. C -0.261

=====

No. 3
This record from OMol25 describes a cluster of 2 separate species, C4H5NO in total in a non-equilibrium geometry. The level of theory is ωB97M-V/def2-TZVPD.

Geometry as XYZ:
```
11
C4H5NO | OMol25 | ωB97M-V/def2-TZVPD
C 2.01118 -0.00017 0.69196
C -1.03032 -0.67240 2.01380
C 1.13648 0.24790 -0.08820
C -0.60575 0.29296 -1.61918
N -2.06794 -0.42261 1.58247
O 0.02112 0.79188 -0.49294
H 2.78464 -0.09595 1.40584
H -0.01824 -0.65505 2.33890
H -0.49849 -0.86918 -1.66218
H -0.15235 0.67965 -2.61275
H -1.58034 0.70296 -1.55771
```

Calculated values
Gap between HOMO and LUMO: 10.5 eV
Lowest unoccupied orbital energy: 0.031 hartree
HOMO: -9.69 eV
Net charge: 0

Mulliken atomic charge list, values in e, 4 entries:
1. C -0.239
2. C 0.169
3. C -0.100
4. C -0.568

=====

No. 4
This record from OMol25 describes the molecule C4H5NO in a non-equilibrium geometry. The level of theory is ωB97M-V/def2-TZVPD.

Geometry as XYZ:
```
11
C4H5NO | OMol25 | ωB97M-V/def2-TZVPD
C 0.39854 -0.82721 1.22388
C -0.50554 -0.18775 0.17361
C 0.22687 0.86134 -0.62966
O 1.12023 1.55306 -0.20858
C -0.23775 1.03090 -2.02941
N -0.59891 1.12027 -3.12470
H 1.07297 -1.55319 0.75913
H 1.00885 -0.06432 1.71312
H -0.18885 -1.34703 1.98452
H -0.94716 -0.92848 -0.50168
H -1.34925 0.34241 0.63979
```

Calculated values
Gap between HOMO and LUMO: 10.8 eV
Lowest unoccupied orbital energy: -0.013 hartree
HOMO: -11.19 eV
Net charge: 0

Mulliken atomic charge list, values in e, 4 entries:
1. C -1.085
2. C -0.342
3. C 0.561
4. O -0.478

=====

No. 5
This record from OMol25 describes the molecule C4H5NO in a non-equilibrium geometry. The level of theory is ωB97M-V/def2-TZVPD.

Geometry as XYZ:
```
11
C4H5NO | OMol25 | ωB97M-V/def2-TZVPD
C 1.01019 0.21155 -1.40275
C 1.82767 0.43445 -0.44155
C -0.45176 -0.53978 0.59898
C 0.31426 0.61332 -0.17088
N -1.76659 -0.47112 0.68716
O 0.15955 -1.42476 1.16928
H 0.73055 -0.25943 -2.41990
H 2.64989 0.41709 0.09140
H 0.05228 1.74952 -0.04093
H -2.36267 0.41829 0.52734
H -2.16337 -1.14913 1.40185
```

Calculated values
Gap between HOMO and LUMO: 10.2 eV
Lowest unoccupied orbital energy: 0.035 hartree
HOMO: -9.22 eV
Net charge: 0

Mulliken atomic charge list, values in e, 4 entries:
1. C -0.332
2. C -0.432
3. C 0.563
4. C -0.362

=====

No. 6
This record from OMol25 describes a cluster of 2 separate species, C4H5NO in total in a non-equilibrium geometry. The level of theory is ωB97M-V/def2-TZVPD.

Geometry as XYZ:
```
11
C4H5NO | OMol25 | ωB97M-V/def2-TZVPD
C 2.19516 0.40901 0.17622
C -1.76671 -0.47180 -0.41359
C 1.06111 -0.31530 0.58190
C -0.75847 0.54543 -0.25061
N 2.08409 -0.68550 -0.43429
O -1.77931 0.38452 0.62455
H 2.79814 1.16653 0.33074
H -2.43917 -0.14064 -1.25180
H -1.70385 -1.53847 -0.20618
H 1.07589 -0.88750 1.57069
H -0.76688 1.53373 -0.72763
```

Calculated values
Gap between HOMO and LUMO: 9.9 eV
Lowest unoccupied orbital energy: 0.042 hartree
HOMO: -8.74 eV
Net charge: 0

Mulliken atomic charge list, values in e, 4 entries:
1. C -0.327
2. C -0.265
3. C 0.098
4. C -0.086